{"formula": "C27H69BF4NO22P5", "method": "ωB97M-V/def2-TZVPD", "orbital_gap_ev": 5.12, "lumo_ha": -0.1351, "relative_energy_kcal_mol": 25.03, "elements": ["C", "C", "C", "C", "C", "C", "N", "O", "C", "C", "C", "H", "H", "H", "H", "H", "H", "H", "H", "H", "H", "H", "H", "H", "H", "H", "H", "H", "H", "B", "F", "F", "F", "F", "C", "C", "O", "C", "H", "H", "H", "H", "H", "H", "C", "O", "P", "O", "O", "C", "O", "C", "H", "H", "H", "H", "H", "H", "H", "H", "H", "C", "O", "P", "O", "O", "C", "O", "C", "H", "H", "H", "H", "H", "H", "H", "H", "H", "C", "O", "P", "O", "O", "C", "O", "C", "H", "H", "H", "H", "H", "H", "H", "H", "H", "C", "O", "P", "O", "O", "C", "O", "C", "H", "H", "H", "H", "H", "H", "H", "H", "H", "C", "O", "P", "O", "O", "C", "O", "C", "H", "H", "H", "H", "H", "H", "H", "H", "H"], "coordinates": [[-45.661768, 19.060913, 52.225088], [-46.081861, 17.626211, 51.793580], [-44.915850, 16.530966, 51.912468], [-44.690449, 16.103490, 53.380557], [-45.933207, 15.543440, 53.979501], [-47.145592, 16.589861, 53.996067], [-47.245744, 17.205859, 52.587369], [-48.375496, 17.518031, 52.383794], [-47.105784, 17.602875, 55.132844], [-48.398982, 15.711704, 54.190871], [-46.512112, 17.738011, 50.374473], [-46.602383, 19.649647, 52.514486], [-44.984504, 19.394173, 51.283028], [-45.068313, 19.087368, 53.221974], [-43.915807, 16.812189, 51.439196], [-45.141078, 15.521548, 51.350197], [-44.303866, 16.942927, 53.774516], [-43.863130, 15.263136, 53.271242], [-45.834952, 14.924991, 54.980689], [-46.358708, 14.724378, 53.480089], [-47.772481, 18.344182, 54.966697], [-46.087445, 18.242150, 55.077981], [-47.334266, 17.146824, 56.112302], [-49.107937, 16.579129, 54.299172], [-48.315376, 15.091356, 55.133477], [-48.686780, 14.954498, 53.396951], [-47.273409, 18.538812, 50.025996], [-46.900119, 16.818476, 49.890979], [-45.579411, 17.811916, 49.870615], [-41.311588, 18.492852, 53.387890], [-40.613485, 19.348827, 54.141588], [-40.654486, 18.031332, 52.267235], [-41.866366, 17.369555, 53.996142], [-42.403020, 19.345213, 52.951986], [-43.142375, 19.482197, 58.821926], [-43.816240, 18.402418, 58.088575], [-44.919441, 18.025019, 58.415962], [-43.176609, 17.692102, 56.919857], [-44.043851, 20.128932, 59.131936], [-42.445877, 19.933979, 58.259869], [-42.525115, 19.186373, 59.676417], [-42.176754, 17.123544, 57.066670], [-42.820592, 18.578728, 56.290885], [-43.808881, 17.169299, 56.407855], [-35.194377, 19.311749, 55.141533], [-35.942578, 18.424539, 55.996879], [-35.870589, 16.823477, 55.800091], [-34.998357, 16.438861, 54.596192], [-35.286346, 15.835585, 56.968161], [-34.804875, 14.579196, 56.681000], [-37.299868, 16.295967, 55.356294], [-38.000812, 16.716710, 54.109353], [-35.907870, 19.328165, 54.300756], [-34.194146, 18.947172, 54.953055], [-35.152944, 20.408948, 55.600576], [-33.953162, 14.728951, 55.913823], [-35.440830, 13.927976, 56.153018], [-34.158694, 14.145589, 57.457856], [-37.617122, 16.427336, 53.264679], [-37.802326, 17.615881, 54.113463], [-38.755387, 16.311684, 53.770921], [-42.203296, 14.376821, 46.635439], [-41.623749, 14.237970, 47.881954], [-41.682238, 15.487529, 48.872914], [-42.943377, 15.180396, 49.585034], [-40.591610, 15.622777, 50.138983], [-40.913996, 15.096433, 51.481801], [-42.016894, 16.934242, 48.246114], [-41.435762, 18.111225, 48.893669], [-43.160570, 14.439022, 46.489647], [-41.658916, 13.760850, 45.803708], [-42.013227, 15.469822, 46.306632], [-40.046331, 15.080219, 52.097560], [-41.265757, 14.204194, 51.396235], [-41.602109, 15.651942, 51.929168], [-41.795466, 19.015937, 48.319483], [-40.524799, 18.063815, 48.888224], [-41.783586, 18.174445, 49.822449], [-38.134946, 22.316645, 54.610989], [-38.430648, 23.274047, 53.673606], [-38.072453, 23.262184, 52.126756], [-37.063221, 22.121777, 51.880896], [-39.332491, 22.859604, 51.260667], [-39.776929, 21.510346, 51.175895], [-37.454249, 24.622338, 51.616233], [-36.467734, 24.756319, 50.609086], [-37.066495, 22.279855, 54.779759], [-38.557853, 21.382110, 54.327913], [-38.504554, 22.557723, 55.449166], [-40.738813, 21.546582, 50.678385], [-39.651369, 20.952788, 52.141788], [-39.119052, 20.895271, 50.687885], [-35.550110, 23.973137, 50.788455], [-36.101553, 25.767996, 50.519117], [-36.883869, 24.584462, 49.555450], [-39.776872, 15.307727, 57.281271], [-39.788290, 16.120652, 58.443934], [-38.827439, 17.357555, 58.739476], [-37.586057, 17.132411, 58.014370], [-39.449095, 18.752842, 58.204617], [-39.479551, 19.091637, 56.886467], [-38.598658, 17.481821, 60.288182], [-37.938862, 18.582823, 60.742603], [-40.047001, 15.992900, 56.410639], [-40.528939, 14.755992, 57.267906], [-38.725298, 14.954032, 56.837955], [-39.317210, 20.113348, 56.607156], [-40.564927, 18.674935, 56.355417], [-38.611232, 18.686598, 56.396993], [-37.058212, 18.611536, 60.449568], [-37.955968, 18.542767, 61.951357], [-38.493632, 19.492229, 60.575007], [-34.564220, 21.868000, 48.628304], [-35.244877, 21.523280, 49.785509], [-35.129820, 20.032769, 50.366580], [-34.271346, 19.139395, 49.529378], [-34.541729, 20.004026, 51.845928], [-33.127699, 20.190970, 51.975892], [-36.612835, 19.500441, 50.358096], [-37.068967, 18.910017, 51.606771], [-34.452481, 22.947974, 48.648638], [-35.150383, 21.466889, 47.676068], [-33.683312, 21.392712, 48.719457], [-32.725104, 20.190430, 52.921690], [-32.721351, 21.236916, 51.615556], [-32.480281, 19.669545, 51.275892], [-37.928727, 18.294171, 51.452838], [-37.532490, 19.713610, 52.143907], [-36.269756, 18.543373, 52.251537]], "forces_ev_per_angstrom": [[0.9858, 0.6049, 1.2317], [0.9054, -1.0157, -0.9695], [-0.2137, -1.9956, -0.6283], [0.9413, -4.0038, -3.1878], [-0.7820, 0.4753, 2.4627], [2.0289, -4.2137, 0.7373], [-1.1564, 0.7381, 3.6663], [0.9188, 0.3243, -1.9737], [4.3884, 0.2999, -0.5174], [-1.1095, 0.7229, 0.4559], [-2.0706, -0.0936, -2.4692], [1.3319, -0.3741, -1.2788], [-1.7532, -0.2061, 2.6580], [-0.4353, -0.2215, -2.0055], [-1.5772, 0.3473, 0.5720], [-0.1960, 2.1997, 0.5469], [1.5514, 2.5294, 2.5061], [-1.4770, 1.8347, 0.6737], [0.0777, 2.2175, -1.1704], [-0.1223, -1.0823, -1.8510], [-2.6896, 2.2733, -0.5058], [-1.9370, -1.8926, 0.6987], [0.6334, 0.0502, -0.6048], [-0.6014, -1.9030, 0.1485], [0.0300, 1.1411, -0.8808], [0.4955, 1.3618, 0.5178], [1.5658, -0.8871, 1.1031], [-0.0118, 0.0412, 0.8803], [0.7364, 0.7214, -0.8106], [-2.3596, 0.4755, -1.5893], [2.0035, 0.4511, 1.6274], [1.0088, -0.0894, -0.8058], [-0.0299, -0.3556, 0.9674], [-0.7148, -0.4864, -0.4601], [-3.0203, 0.1011, 2.4233], [0.1505, -2.7205, -0.0054], [-0.8011, 0.3041, 0.1765], [6.1938, 4.6547, 1.9535], [1.8801, -0.5038, -0.1327], [2.1612, 2.2094, -2.4170], [-0.6805, -0.5080, 0.2177], [-1.7452, 0.8738, 0.3150], [-0.3862, -1.2123, 0.2024], [-3.8010, -3.2445, -2.8341], [-1.3345, 1.8199, 0.2362], [-0.0777, -1.6948, 2.1713], [3.0152, -2.7844, -5.0092], [-0.8134, 1.8539, 1.8254], [-2.5275, 3.2962, 1.2800], [4.6147, 0.1066, -2.4880], [-2.0061, -0.8354, 0.4266], [6.2400, -2.6344, 6.5838], [1.3329, 0.5818, -0.4086], [-0.0359, -0.1327, -0.3534], [-0.1868, -2.5517, -0.5809], [-1.2340, -0.1699, 0.5994], [-1.3236, -0.8702, 0.0396], [-1.2815, 0.1941, 0.6164], [4.9614, -2.0367, -4.4547], [0.0646, 9.4199, -0.2283], [-9.5908, -3.5417, -0.3260], [6.8860, 2.5964, -3.9732], [2.2257, 0.3430, 0.4796], [-4.0622, -0.2093, 5.6686], [-0.8594, -0.1637, 0.6634], [0.3391, 0.0299, -2.7264], [3.5114, 2.7286, -2.3399], [2.4742, -0.5992, -0.7717], [-8.9178, 1.2632, -4.2080], [-5.9481, -1.1209, 0.4279], [-1.0908, 0.7375, 1.9091], [0.3022, -1.4051, 0.0096], [1.0513, 0.2587, -0.0744], [-2.0687, -5.7495, -0.7159], [-2.8777, 2.8423, 1.6484], [0.3961, -1.1426, 0.4290], [10.0377, -0.4698, -0.1749], [-1.4782, 0.1735, 3.9886], [3.5787, -2.5514, -4.5580], [-1.3345, 3.5454, -2.4288], [4.4893, -6.2115, -1.1943], [-1.6771, 2.3562, 0.9764], [-0.3256, 2.2080, 0.2704], [-0.4623, -0.1075, 2.2415], [-1.7045, 0.7474, 1.1942], [1.9321, -2.7016, -1.9830], [0.3991, -0.4787, -0.3201], [0.0218, -1.0412, -0.2951], [-3.2114, 2.2432, 6.2065], [-0.1998, -0.2730, 0.5378], [-1.3849, 0.9586, -0.1682], [1.9226, -0.8469, -2.3631], [-2.4356, 1.9301, -0.3690], [-0.0171, 0.3437, 0.8968], [0.2577, -0.3128, 1.5666], [7.8451, 6.5985, -3.9834], [-0.4189, 0.8421, 2.1753], [1.1650, -0.5482, -2.9574], [1.2407, 0.0148, -0.2734], [-0.6702, -0.6259, 3.8870], [-2.6531, -1.9402, -3.9227], [-2.7742, -1.9971, -1.1160], [-7.0215, 1.5786, 7.1819], [0.3267, -0.3873, 0.7567], [-6.0353, -5.7526, 0.7948], [-2.1859, 0.3045, 1.9442], [-0.6969, 1.1122, 0.9263], [3.4071, 1.3228, 1.3652], [0.1197, -1.0161, -0.5349], [8.2230, 0.4223, -2.8290], [0.2636, -0.2155, -2.6993], [-0.0555, 0.3958, -0.5558], [-3.1084, 0.3668, -2.3730], [-1.2741, -0.8554, 2.1923], [1.5140, -1.7423, -2.6162], [-0.4941, 1.3564, 0.3145], [0.2061, 0.8450, 0.5677], [1.2310, 3.0916, -3.6510], [0.1587, -0.1011, 1.5820], [-0.4813, 1.2888, 0.3796], [-0.0607, 0.0777, -0.3666], [1.2886, 1.0750, 1.8069], [3.4771, -1.3481, -0.6824], [-0.0769, -0.7882, 2.5247], [-1.6529, -1.0206, 0.6108], [-0.6958, -1.3182, 0.1446], [0.0547, -1.1608, -0.6535], [0.0348, 0.8326, 0.5844], [-0.1035, -0.5922, -0.5480]]}